(1)
C22H19N6O2PdS3 | ωB97M-V/def2-TZVPD

Cartesian coordinates (Å):
C 2.908 -0.775 -1.069
C -1.192 3.768 -1.679
H 1.587 2.489 -0.185
S -2.772 3.076 -1.866
H -2.409 -5.774 -6.763
N 1.363 -2.032 -2.962
O -2.672 -1.511 -0.947
C 0.600 5.317 -1.816
O -0.841 -3.114 -0.577
H 4.591 -1.667 -2.069
C 2.685 -2.158 -2.965
H -2.019 1.137 2.976
N 1.586 -0.637 -1.067
C -0.368 2.866 -1.001
Pd -0.106 -0.100 0.151
H -0.736 -2.668 1.943
C -1.174 -0.764 2.495
C 0.851 -1.266 -2.012
C -2.759 -2.513 2.095
C -2.632 -4.362 -5.281
H -2.861 -3.544 1.791
H -4.140 -2.838 -5.497
N -1.500 -2.053 2.205
S -1.505 -2.191 -1.484
C -3.327 -3.208 -4.885
H -3.532 -1.671 -3.414
C 1.430 4.417 -1.134
H -1.354 5.707 -2.618
C -2.244 0.107 2.740
H -0.451 -4.551 -2.682
H 2.455 4.695 -0.928
H -2.870 0.793 -0.942
H -4.357 0.334 2.866
C -1.590 -4.838 -4.470
H -3.639 -4.620 -7.059
H 0.998 6.273 -2.127
H -4.824 -2.051 2.257
N -1.007 1.685 -0.657
C 3.520 -1.541 -2.039
C -2.241 1.666 -1.059
N -2.982 -5.026 -6.419
S 0.488 -0.303 2.452
C -3.541 -0.351 2.673
C -2.989 -2.555 -3.722
C -1.252 -4.182 -3.308
N -0.489 -0.989 -1.860
C -1.954 -3.042 -2.931
C -3.815 -1.681 2.342
H -1.052 -5.731 -4.761
H 3.460 -0.272 -0.286
C -0.715 5.009 -2.094
H 3.100 -2.787 -3.745
C 0.959 3.191 -0.719

## Properties
Gap between HOMO and LUMO (spin up / spin down): 0.265 / 0.211 Eh
LUMO energy (spin up / spin down): -0.112 / -0.167 hartree
HOMO level (spin up / spin down): -10.2 / -10.3 eV
Spin multiplicity: 3
Total charge: +1

=====

(2)
C37H36BBr2F2N5OSSr | ωB97M-V/def2-TZVPD

Cartesian coordinates (Å):
H 5.818 4.325 4.911
H 3.251 -0.011 2.297
H -4.335 -0.228 -1.578
C -2.155 -4.338 -0.408
F 2.831 -3.053 -1.388
H -4.418 -1.046 -3.115
H -4.471 -2.799 -4.048
Br 6.518 5.074 2.142
H 2.796 1.619 4.078
C 3.700 4.743 2.300
C -3.269 -3.320 -2.310
C -2.504 1.796 1.757
H 0.602 2.252 -0.737
N -0.360 1.240 -2.264
C -2.441 -4.316 -1.779
Sr 0.150 -0.978 -1.233
C -1.166 -5.347 0.139
C 2.287 0.481 2.349
C 0.790 2.019 3.488
H -3.518 2.174 1.806
C -2.791 -3.426 0.443
C 2.512 4.409 2.927
C -1.859 -5.353 -2.710
C -3.613 -2.421 -0.088
H -1.815 2.809 3.513
H 4.681 3.080 -0.217
H -2.740 -2.913 -4.378
H -5.682 -1.307 -1.914
C 0.026 0.752 1.534
C -0.963 1.336 -3.431
N 3.662 -0.331 -1.496
C 2.018 1.402 3.358
N 1.254 3.787 4.953
C -1.572 2.147 2.691
C -3.563 -3.341 -3.795
H -5.105 -2.037 1.413
O 1.619 -0.557 0.327
C 3.274 0.733 -2.259
C -2.130 0.932 0.713
C 4.886 4.681 3.017
H -2.847 0.656 -0.056
C 4.381 2.104 -0.585
S 2.362 0.465 -3.656
H -2.352 -4.500 2.277
H 3.667 3.773 6.037
C -4.330 -1.490 0.868
Br -1.519 -0.312 -4.193
H -1.613 -6.342 0.230
C -2.590 -3.492 1.944
N -0.926 0.418 0.603
H -1.235 -6.072 -2.193
H 3.426 2.868 -2.348
H -0.900 4.644 -3.963
H 1.577 4.443 2.381
C -3.806 -2.329 -1.473
C 4.330 -0.247 -0.323
H -2.654 -5.911 -3.211
H -0.793 -5.058 1.118
H -1.697 2.540 -5.050
C -1.195 2.527 -4.093
C 4.716 0.956 0.165
H 0.279 4.497 -1.762
H 4.517 -1.187 0.177
C -0.251 1.635 2.601
H -1.244 -4.888 -3.485
H 5.249 1.029 1.102
C 2.503 4.026 4.267
C 3.686 4.034 4.985
C -4.604 -1.174 -2.053
H -0.300 -5.426 -0.515
C 4.889 4.342 4.356
H -3.489 -3.186 2.479
F 1.276 -4.477 -2.182
C -0.089 3.610 -2.260
H -4.827 -0.667 0.358
H -3.692 -4.362 -4.150
C -0.744 3.686 -3.482
B 1.465 -3.202 -1.703
H -1.778 -2.833 2.271
H -3.656 -1.067 1.613
C 0.086 2.367 -1.686
C 3.688 2.000 -1.760
N 0.440 2.955 4.510
H 3.334 -1.247 -1.796
H 3.707 5.051 1.262
C 1.351 0.175 1.360

## Properties
Gap between HOMO and LUMO: 0.247 Eh
LUMO energy: -0.013 hartree
HOMO level: -7.1 eV
Spin multiplicity: 1

=====

(3)
C44H37BrF4N6O5PRb | ωB97M-V/def2-TZVPD

Cartesian coordinates (Å):
C -0.197 -1.549 -3.705
H -4.104 0.098 3.018
C -4.304 -0.196 1.992
C -2.269 3.234 1.182
C 2.705 0.361 2.200
H -0.363 4.162 0.924
P -1.759 -1.360 2.051
C -3.619 -1.290 -0.029
C 4.166 -3.837 1.827
C -1.299 4.076 0.366
C -2.023 3.072 -1.805
F -4.758 -3.558 5.769
C 4.855 -0.827 -4.143
H 5.084 0.189 -6.573
C -1.472 -2.119 6.103
H 5.450 -1.524 -2.202
C 4.088 -4.100 -0.919
H -3.284 3.307 0.766
H 3.638 1.167 -6.343
H -2.878 -1.838 -0.599
C 4.517 -0.852 2.440
O 2.510 4.478 -1.184
H -1.916 1.501 0.391
H -3.298 -3.888 1.381
H 5.142 -7.112 1.538
H 4.127 -6.522 2.848
C -4.762 -0.824 -0.665
C -1.769 1.603 -2.154
H 3.521 -0.397 -7.145
H -4.908 -1.035 -1.717
H -2.253 -2.236 -3.422
H -2.991 3.144 -1.304
H -6.572 0.314 -0.473
C -3.389 -0.998 1.311
C 4.521 -5.069 1.280
C -1.221 -1.726 4.797
C 1.558 3.715 -0.941
H 0.219 3.852 -2.584
N 3.106 -1.868 -1.068
H -2.062 3.671 -2.722
H 4.446 1.143 3.375
O -1.274 1.333 -3.264
C -1.814 -5.308 0.782
N 0.941 -1.848 -3.018
H 4.047 -4.220 -1.996
H 4.192 -3.695 2.905
C 3.659 -2.844 -0.381
C 0.461 -4.520 0.718
C 4.625 -1.359 -2.886
C -2.664 -2.729 6.436
O 1.558 2.619 -0.313
H 1.959 1.143 2.192
C -2.243 -4.061 1.203
O -1.881 1.885 1.301
F -2.908 -3.104 7.703
H -2.315 3.658 2.189
H 1.689 -0.670 -5.233
H 0.755 -2.460 1.235
H -2.538 -6.102 0.634
C -0.592 -3.013 -2.121
H 5.483 -1.296 2.615
C -1.321 -3.023 1.390
H -1.730 5.100 0.290
C 4.484 -5.154 -0.114
C -5.451 0.260 1.363
N 0.703 -2.757 -2.038
H 4.759 -6.095 -0.585
C 3.800 -0.522 -4.997
C -3.334 -2.566 4.153
C -3.599 -2.955 5.458
N 3.591 -1.499 1.693
C -5.686 -0.058 0.029
C 0.027 -3.259 1.129
O -2.007 0.772 -1.209
H 0.149 5.233 -1.486
C 3.780 -2.766 1.047
C 2.522 -0.847 -4.563
Br 0.479 -0.992 4.455
C 3.979 0.359 2.803
H -6.148 0.887 1.905
C 4.919 -6.235 2.150
N -0.963 3.518 -0.915
C 0.198 4.134 -1.529
H -0.236 -0.809 -4.482
H 5.872 -0.607 -4.452
H -0.122 -6.515 0.210
H 1.510 -4.679 0.501
C 4.019 0.143 -6.334
F -4.293 -2.859 3.259
Rb 0.439 0.346 -0.696
N 2.475 -0.765 1.540
H 5.812 -6.025 2.750
C -1.211 -2.280 -3.153
F -0.578 -1.936 7.086
C 2.284 -1.420 -3.322
C 3.333 -1.615 -2.388
H -1.034 -3.704 -1.419
C -0.457 -5.541 0.548
C -2.164 -1.928 3.786

## Properties
Gap between HOMO and LUMO: 0.190 Eh
LUMO energy: 0.132 hartree
HOMO level: -1.6 eV
Spin multiplicity: 1
Total charge: -2

=====

(4)
C40H47GeNO2P2PdS2Se | ωB97M-V/def2-TZVPD

Cartesian coordinates (Å):
C -1.053 -0.096 -3.149
Ge -4.644 -1.814 1.728
H -4.014 1.573 6.348
H -0.227 -4.071 1.627
C 3.104 1.552 -2.474
P 0.767 -0.795 -1.216
H 5.089 2.347 -2.156
H 4.116 1.954 -6.597
C 1.062 -0.815 -4.039
P 0.615 1.163 0.659
H 1.485 3.779 1.702
H -5.148 -1.681 4.220
C 0.235 -0.579 -2.939
C -3.200 -0.308 5.696
C -2.302 -0.936 4.848
H -3.802 -0.903 6.372
H -4.274 0.632 2.349
H -5.965 -3.080 3.497
H 3.647 -0.114 -1.238
C -5.702 -2.032 3.352
C -3.318 1.074 5.687
H -2.547 2.891 4.834
N 1.723 0.441 -0.654
S -0.287 -1.109 3.031
C -4.080 0.040 1.454
C -1.006 4.437 -2.156
H -0.014 -4.375 -0.118
C -1.852 3.464 -1.640
H 2.574 0.985 -3.238
S 4.730 2.704 -4.442
C 1.967 1.687 1.734
H -1.697 0.076 -2.296
H -2.507 0.551 -4.586
H -6.624 -1.454 3.275
C 4.106 2.417 3.349
H -2.901 3.460 -1.908
C -0.013 2.493 -0.420
H 2.053 -5.320 -2.799
H 4.417 0.573 -5.532
H 2.852 -1.734 0.501
H -1.314 -5.211 0.774
H 3.703 -5.655 -0.988
C 1.760 -2.318 -1.249
C 2.234 -4.534 -2.077
O -0.718 1.738 1.844
C -0.736 -4.294 0.691
H 2.612 -0.332 2.064
H 4.521 0.313 3.486
C 2.812 0.713 2.261
C -5.685 -2.450 0.196
C 3.254 3.386 2.844
H -2.030 1.769 -0.339
H -2.420 -2.692 2.718
C 0.825 3.478 -0.929
C 3.048 0.802 -1.143
H -6.550 -1.805 0.038
H 2.599 2.513 -2.404
H -3.347 -4.022 1.962
C -0.779 2.091 3.111
H -2.194 -2.014 4.881
C -1.500 -0.211 3.961
C -3.049 -2.976 1.876
C 4.546 1.768 -2.907
C 3.952 1.558 -5.596
C 0.610 -0.556 -5.322
C -1.506 0.169 -4.435
Pd -0.495 -0.809 0.657
H -1.390 5.190 -2.832
H -4.620 0.484 0.616
Se -1.959 -2.842 0.283
C 2.685 -2.519 -0.226
H 0.807 -3.207 -2.962
H 0.995 5.213 -2.173
C 1.535 -3.339 -2.172
C 3.383 -3.713 -0.133
C -1.615 1.186 3.973
H 2.880 1.473 -5.427
H 3.412 4.429 3.086
C 2.177 3.024 2.047
C 0.331 4.449 -1.789
C -0.674 -0.059 -5.519
C -2.509 1.810 4.837
H -6.043 -3.466 0.367
C -1.361 2.506 -0.769
H 3.534 1.398 -0.364
C 3.159 -4.723 -1.060
H 5.069 0.813 -3.012
H 1.257 -0.739 -6.170
H 4.939 2.703 3.979
O -0.298 3.107 3.562
H 4.099 -3.856 0.665
H -3.007 0.107 1.257
H -1.025 0.145 -6.523
H 2.064 -1.201 -3.891
H 1.869 3.502 -0.644
C 3.877 1.076 3.068
H -5.084 -2.447 -0.715

## Properties
Gap between HOMO and LUMO: 0.256 Eh
LUMO energy: -0.012 hartree
HOMO level: -7.3 eV
Spin multiplicity: 1

=====

(5)
C38H93Cl2NO24P6Zr | ωB97M-V/def2-TZVPD

Cartesian coordinates (Å):
C -19.719 2.698 -7.376
O -18.672 -1.696 -3.673
H -19.016 -2.146 -8.643
H -20.237 3.003 -2.605
H -24.809 0.271 1.196
O -23.126 -6.218 -6.728
H -22.355 -3.445 2.719
H -19.090 -2.278 0.962
H -21.885 0.472 1.312
C -21.664 -3.821 1.965
H -23.827 4.603 -6.925
H -24.646 3.315 -4.876
C -27.006 1.577 -6.700
O -21.972 -4.278 -5.539
H -24.061 -1.040 2.077
C -17.271 -1.740 -3.898
C -25.216 -6.379 -5.767
H -25.165 1.176 -1.185
C -18.196 -6.561 -3.917
H -20.106 3.108 -8.309
C -16.430 -0.676 -3.092
H -25.253 -5.289 -5.756
P -22.966 -1.305 -0.750
P -21.822 -5.450 -6.439
P -19.521 -2.923 -3.094
H -22.122 -9.296 -6.628
H -18.787 -7.469 -4.036
O -27.370 -2.757 -4.471
O -19.432 -1.530 -6.683
H -25.789 3.336 -2.959
C -24.767 -0.815 1.277
H -23.390 -7.416 -4.963
H -23.144 0.669 -10.564
H -17.471 -2.294 1.227
H -26.327 -6.250 -0.127
H -25.844 -2.542 1.638
H -20.543 -3.283 -9.964
C -19.590 1.118 -7.364
H -21.572 2.369 -1.028
C -23.881 -7.064 -5.870
H -21.625 -4.901 2.108
P -20.894 -0.963 -6.701
C -20.255 1.052 -3.147
H -27.264 -3.931 -0.216
H -23.016 -3.769 0.254
O -24.403 -1.411 0.002
O -18.546 -4.281 -3.387
H -19.528 -7.758 -7.194
H -17.351 -2.854 -1.550
O -21.738 -1.588 -5.705
C -26.605 -4.269 -1.015
C -26.488 -5.842 -1.125
C -18.166 -2.122 0.405
H -25.178 3.371 -1.329
N -20.823 0.024 -3.375
H -28.248 -0.103 -0.439
P -24.172 0.831 -4.325
H -19.277 -5.735 -2.239
O -21.270 -1.080 -8.316
H -20.603 -9.417 -5.771
H -20.110 -5.734 -3.687
C -29.412 -3.592 -4.728
C -21.414 2.222 0.040
H -29.225 -1.329 -3.175
H -28.515 0.209 -2.788
C -22.412 -0.320 -8.723
H -18.069 -4.077 -6.629
H -16.835 -2.730 -3.769
O -22.819 -1.906 -2.130
Cl -24.463 -2.795 -6.371
H -17.212 -6.687 -3.466
O -27.272 -3.856 -2.178
H -16.761 -0.547 -2.062
C -21.045 -9.170 -6.737
H -26.313 0.954 -2.550
H -27.779 -4.010 -5.961
H -21.359 -4.668 -10.766
Zr -23.024 -2.709 -4.282
C -23.168 3.898 -6.418
H -22.151 4.284 -6.356
H -26.588 -0.382 -5.989
H -29.500 -3.514 -3.644
H -27.847 -4.800 -4.323
C -22.398 -0.054 -10.230
H -26.432 -1.197 2.637
C -28.067 -3.910 -4.914
O -23.739 -0.583 -4.214
H -18.722 3.085 -7.162
O -25.652 1.010 -4.868
H -22.203 -3.059 -10.566
H -18.974 2.514 -3.810
O -20.811 -6.688 -6.045
Cl -23.071 -4.936 -2.926
H -15.393 -0.981 -2.959
H -23.151 3.662 -4.242
H -29.180 -1.566 -0.378
C -26.030 0.545 -6.116
H -26.937 2.982 -1.688
C -17.842 -3.346 -7.406
C -19.113 -2.583 -7.649
H -20.472 -9.855 -7.361
O -19.399 -2.861 -1.453
C -22.185 -4.093 -8.799
H -27.488 1.383 -7.658
H -20.004 -3.210 -7.677
O -20.889 -2.959 -3.692
C -25.430 1.486 -2.196
O -23.152 1.833 -5.154
H -18.898 1.996 -1.999
O -21.387 -4.942 -7.975
C -26.050 -1.472 1.654
H -16.553 0.338 -3.474
H -16.998 -2.710 -7.138
C -22.035 -3.404 0.559
H -20.479 2.750 0.227
H -26.825 -1.274 0.913
H -25.163 0.420 -6.765
O -25.155 -2.767 -3.330
H -27.894 1.790 -6.105
H -18.115 -4.072 -0.471
H -23.003 -4.751 -9.095
H -20.631 0.232 0.127
H -27.437 -6.258 -1.463
H -20.662 -3.432 2.144
C -23.591 3.180 -5.115
H -22.354 -3.172 -8.242
H -17.156 -1.451 -4.943
H -30.040 -4.422 -5.052
H -22.490 0.638 -8.209
H -19.654 0.892 -8.429
H -21.487 0.370 -10.653
C -18.126 -3.035 -0.805
H -22.764 -0.873 -10.849
C -25.893 2.868 -1.980
O -22.577 0.274 -0.495
H -29.871 -0.004 -0.960
C -19.483 2.266 -2.879
H -23.399 -0.726 -8.501
H -25.629 -6.222 -1.679
C -21.496 -3.778 -10.153
C -28.560 -0.833 -2.469
C -21.562 0.768 0.314
H -22.228 2.797 0.481
H -17.735 -3.825 -8.379
H -25.803 -6.601 -4.876
C -19.108 -5.548 -3.300
O -20.590 0.634 -6.553
H -29.583 -2.603 -5.152
H -25.618 -3.831 -0.867
H -18.618 0.989 -6.888
P -26.647 -2.757 -3.068
C -29.009 -0.670 -0.975
H -23.260 3.212 -7.261
O -27.292 -1.402 -2.453
C -20.609 -7.677 -7.081
O -24.237 1.683 -2.968
H -18.136 -1.047 0.230
H -20.376 3.225 -6.684
H -26.482 2.517 -6.872
O -21.911 -2.053 0.320
H -25.790 -6.651 -6.652
H -20.966 -7.540 -8.102
H -21.326 -3.927 -0.084
H -17.793 -6.098 -4.818
H -23.972 -8.002 -6.418

## Properties
Gap between HOMO and LUMO: 0.349 Eh
LUMO energy: -0.151 hartree
HOMO level: -13.6 eV
Spin multiplicity: 1
Total charge: +2

=====

These records have ΔE to the lowest compared entry with this formula, charge and spin values of 0.0; 153.2; 69.6; 24.9; 93.7 kJ/mol, in the order they appear.